Model one:
# C5H11N2

A 2-piece molecular cluster, C5H11N2 overall (ωB97M-V/def2-TZVPD, OMol25).

Computed properties:
* 2S+1: 2
* <S²>: 0.754
* E_HOMO (alpha / beta): -6.642 / -6.708 eV
* orbital gap (alpha / beta): 0.168 / 0.169 Eh

CARTESIAN COORDINATES (ANGSTROEM)
C: 2.54209 -0.02139 2.62361
C: -0.30266 0.58885 1.03194
C: -0.20046 0.04086 -0.41593
C: -1.17952 0.47929 -1.49607
N: -1.45298 -0.23640 -2.57128
C: -2.43724 0.14040 -3.36113
N: 2.60456 -1.27680 3.38170
H: 3.05754 0.80911 3.12962
H: 1.43243 -0.32861 2.79251
H: -1.27302 0.19386 1.40286
H: -0.11889 1.63354 1.07943
H: 0.20112 -0.96966 -0.66374
H: -1.84798 1.28743 -1.23427
H: -3.00404 1.05758 -3.25529
H: -2.59302 -0.43243 -4.26392
H: 2.81101 -0.11724 1.59543
H: 0.56075 0.83150 -0.46650
H: 2.28722 -1.04056 4.39513

Charges in e, computed with Mulliken, in the same order as the atoms: number 1, C, carries -0.330; number 2, C, carries -1.123; number 3, C, carries -0.231; number 4, C, carries -0.033; number 5, N, carries -0.416; number 6, C, carries -0.213; number 7, N, carries -0.540; number 8, H, carries 0.215; number 9, H, carries 0.190; number 10, H, carries 0.261; number 11, H, carries 0.331; number 12, H, carries 0.334; number 13, H, carries 0.350; number 14, H, carries 0.237; number 15, H, carries 0.271; number 16, H, carries 0.227; number 17, H, carries 0.222; number 18, H, carries 0.249

***

Model two:
# C5H11N2

C5H11N2 as an isolated structure (ωB97M-V/def2-TZVPD, OMol25).

Computed properties:
* 2S+1: 2
* <S²>: 0.754
* E_HOMO (alpha / beta): -4.793 / -7.691 eV
* orbital gap (alpha / beta): 0.196 / 0.302 Eh

CARTESIAN COORDINATES (ANGSTROEM)
C: -1.25640 0.29041 -1.50424
C: 0.29680 0.06235 -1.62879
C: 1.06371 0.89347 -0.60822
C: 0.85359 0.84695 0.71594
N: 0.25979 -0.31795 1.28153
C: 1.01360 -0.94509 2.22750
N: -1.73194 -0.43421 -0.27347
H: -1.65155 -0.08423 -2.43737
H: -1.41534 1.34407 -1.30589
H: 0.54624 0.44076 -2.60930
H: 0.38263 -1.00860 -1.43006
H: 1.73062 1.66150 -0.98636
H: 0.96545 1.68701 1.39397
H: 1.51049 -0.31717 2.96966
H: 0.95767 -2.02159 2.31783
H: -2.69325 -0.19568 -0.12597
H: -1.71299 -1.40195 -0.63707
H: -0.84044 -0.56751 0.51744

Charges in e, computed with Mulliken, in the same order as the atoms: number 1, C, carries -0.709; number 2, C, carries -0.729; number 3, C, carries -0.428; number 4, C, carries -0.342; number 5, N, carries -0.323; number 6, C, carries -0.803; number 7, N, carries -0.343; number 8, H, carries 0.363; number 9, H, carries 0.419; number 10, H, carries 0.370; number 11, H, carries 0.348; number 12, H, carries 0.315; number 13, H, carries 0.363; number 14, H, carries 0.256; number 15, H, carries 0.274; number 16, H, carries 0.272; number 17, H, carries 0.360; number 18, H, carries 0.336

***

model two comes first in stability; the runner-up is 0.2035 hartree higher.

***

Model one:
# C3H4S3

C3H4S3 in the gas phase (ωB97M-V/def2-TZVPD, OMol25).

Computed properties:
* 2S+1: 1
* E_HOMO: -9.071 eV
* SMILES: S=CCSC=S
* orbital gap: 0.301 Eh

CARTESIAN COORDINATES (ANGSTROEM)
C: 1.51948 -0.68013 -0.25035
C: 0.82392 0.23987 0.69315
C: -2.07560 0.40646 -0.55050
H: 0.97556 -1.51668 -0.62624
H: -0.07643 -0.29618 1.28695
H: 1.39743 0.95407 1.17775
H: -2.73129 1.22265 -0.92011
S: 3.14848 -0.45543 -0.39192
S: -0.45900 1.24973 -0.28179
S: -2.52255 -1.12434 -0.13694

Charges in e, computed with Mulliken, in the same order as the atoms: number 1, C, carries -0.054; number 2, C, carries -0.647; number 3, C, carries -0.155; number 4, H, carries 0.324; number 5, H, carries 0.250; number 6, H, carries 0.424; number 7, H, carries 0.279; number 8, S, carries -0.223; number 9, S, carries 0.009; number 10, S, carries -0.208

***

Model two:
# C3H4S3

C3H4S3 in the gas phase (ωB97M-V/def2-TZVPD, OMol25).

Computed properties:
* 2S+1: 1
* E_HOMO: -8.954 eV
* SMILES: S=CCSC=S
* orbital gap: 0.305 Eh

CARTESIAN COORDINATES (ANGSTROEM)
C: -1.18013 -0.95425 0.14979
C: 0.31454 -0.92941 -0.00871
C: 0.74935 1.77268 -0.23417
H: -1.67685 0.04852 0.32744
H: 0.84201 -0.79147 0.95239
H: 0.70093 -1.83299 -0.40543
H: 0.88835 2.64845 -0.92139
S: -2.02362 -2.28463 -0.04054
S: 0.67234 0.36217 -1.20912
S: 0.71308 1.96092 1.38975

Charges in e, computed with Mulliken, in the same order as the atoms: number 1, C, carries -0.050; number 2, C, carries -0.603; number 3, C, carries -0.149; number 4, H, carries 0.250; number 5, H, carries 0.330; number 6, H, carries 0.401; number 7, H, carries 0.274; number 8, S, carries -0.245; number 9, S, carries 0.025; number 10, S, carries -0.233

***

model two comes first in stability; the runner-up is 0.0338 hartree higher.

***

Model one:
# C3F4

C3F4 in the gas phase (ωB97M-V/def2-TZVPD, OMol25).

Computed properties:
* 2S+1: 1
* E_HOMO: -10.744 eV
* SMILES: FC(F)=C=C(F)F
* orbital gap: 0.419 Eh

CARTESIAN COORDINATES (ANGSTROEM)
F: -0.84626 -1.85369 -0.94862
F: -1.14906 0.23509 -2.02508
F: 2.00262 0.63853 0.83611
F: 0.02712 0.94575 2.12157
C: -0.00130 0.02612 0.00611
C: -0.69057 -0.51767 -0.98314
C: 0.65744 0.52587 0.99304

Charges in e, computed with Mulliken, in the same order as the atoms: number 1, F, carries -0.176; number 2, F, carries -0.183; number 3, F, carries -0.184; number 4, F, carries -0.185; number 5, C, carries 0.124; number 6, C, carries 0.243; number 7, C, carries 0.362

***

Model two:
# C3F4

A 2-piece molecular cluster, C3F4 overall (ωB97M-V/def2-TZVPD, OMol25).

Computed properties:
* 2S+1: 1
* E_HOMO (alpha / beta): -8.705 / -9.724 eV
* orbital gap (alpha / beta): 0.275 / 0.298 Eh

CARTESIAN COORDINATES (ANGSTROEM)
C: -0.03511 0.47042 -0.87076
C: -2.40367 -0.57546 -0.39850
C: 1.05924 -0.03018 -0.01078
F: -2.91851 0.27059 0.36718
F: 2.18382 -0.38643 -0.63629
F: 1.26573 1.18005 0.59579
F: 0.84850 -0.92900 0.95336

Charges in e, computed with Mulliken, in the same order as the atoms: number 1, C, carries -0.597; number 2, C, carries 0.139; number 3, C, carries 1.121; number 4, F, carries -0.010; number 5, F, carries -0.215; number 6, F, carries -0.225; number 7, F, carries -0.213

***

model one comes first in stability; the runner-up is 0.2466 hartree higher.